# 1
This record from the OMol25 dataset describes a structure of composition C22H47I2N3O4P3S. The level of theory is the ωB97M-V functional and the def2-TZVPD basis.

Output
DFT total energy in hartree: -3348.9501
Charge: +1

Each line ends with the Mulliken charge.
Atoms and positions in Å:
I1 2.618 -3.985 0.583  0.16
I2 -0.303 -0.211 -2.497  0.34
S1 -0.489 -3.354 -3.690  -0.27
P1 0.673 -3.313 -2.168  0.18
P2 3.700 -1.765 -2.566  0.03
P3 4.300 -0.832 0.638  0.00
O1 2.707 2.259 0.042  -0.35
O2 -4.338 3.783 -1.646  -0.58
O3 -3.798 1.746 -2.430  -0.29
O4 2.603 4.761 0.841  -0.36
N1 2.367 -0.975 -1.591  0.42
N2 4.020 -0.961 2.163  -0.62
N3 4.796 -0.696 -2.722  -0.64
C1 -1.842 -2.151 0.023  -0.07
C2 -3.685 2.777 -1.557  0.62
C3 -5.148 1.298 -2.684  -0.81
C4 -5.218 -1.476 0.061  -0.77
C5 0.835 6.300 0.525  -1.25
C6 0.962 -1.588 -1.350  -1.18
C7 -2.674 2.481 -0.498  -0.52
C8 3.615 2.534 1.109  0.00
C9 0.956 -2.709 1.120  -0.66
C10 2.810 -0.185 -0.342  0.25
C11 -4.338 -2.699 0.312  -1.07
C12 3.423 3.966 1.649  -0.87
C13 1.499 -3.465 3.557  -1.67
C14 0.973 -2.385 2.619  0.07
C15 -0.798 -1.125 0.511  -2.01
C16 -4.771 -0.689 -1.168  0.53
C17 0.693 -1.448 0.210  2.18
C18 -3.000 -2.396 1.006  -1.04
C19 1.544 -0.197 0.503  -1.90
C20 1.449 5.297 1.473  -0.05
C21 3.150 1.270 -0.826  -1.23
C22 -5.663 0.501 -1.501  -0.87
H1 1.133 -3.264 4.564  0.44
H2 4.403 4.446 1.699  0.32
H3 3.468 1.803 1.913  0.19
H4 0.073 6.888 1.036  0.38
H5 -5.089 0.698 -3.590  0.38
H6 -5.723 1.170 -0.635  0.31
H7 3.950 -2.990 -1.957  0.16
H8 5.212 0.171 0.305  0.15
H9 -1.365 -3.107 -0.174  0.46
H10 -2.752 -3.230 1.666  0.37
H11 0.950 0.626 0.096  0.30
H12 -4.890 -3.436 0.894  0.38
H13 -2.526 3.368 0.111  0.40
H14 1.511 -1.460 2.798  0.03
H15 2.887 -2.002 -3.676  0.20
H16 -4.743 -1.362 -2.032  0.32
H17 4.226 1.359 -0.990  0.56
H18 4.207 -1.881 2.541  0.26
H19 2.189 -0.221 -2.269  0.67
H20 -4.116 -3.154 -0.658  0.44
H21 1.152 -4.460 3.280  0.40
H22 1.727 5.773 2.419  0.32
H23 5.711 -0.956 -2.374  0.30
H24 -2.281 -1.805 -0.911  0.09
H25 -5.202 -0.818 0.935  0.32
H26 0.365 5.810 -0.325  0.26
H27 2.675 1.440 -1.798  0.41
H28 0.123 -3.384 0.952  0.56
H29 1.605 6.971 0.146  0.34
H30 -0.895 -1.019 1.590  0.92
H31 -3.108 -1.512 1.641  0.49
H32 -0.071 -2.224 2.893  0.34
H33 -6.257 -1.786 -0.072  0.38
H34 0.751 4.482 1.696  0.24
H35 -6.679 0.163 -1.715  0.47
H36 1.955 -3.812 -2.414  0.14
H37 4.641 2.414 0.751  0.29
H38 -3.039 1.665 0.127  0.18
H39 1.704 0.054 1.545  0.92
H40 -5.779 2.163 -2.891  0.42
H41 0.260 -4.069 -1.080  0.16
H42 4.782 -1.963 -0.031  0.14
H43 -3.757 -0.313 -1.012  -0.46
H44 -1.729 2.173 -0.946  0.01
H45 2.586 -3.460 3.619  0.34
H46 3.028 3.907 2.667  0.45
H47 -1.034 -0.143 0.104  0.16



# 2
This record from the OMol25 dataset describes a cluster of 6 separate species, C22H47O15S in total at a distorted geometry. The level of theory is the ωB97M-V functional and the def2-TZVPD basis.

Output
DFT total energy in hartree: -2393.0294
Charge: +1

Each line ends with the Mulliken charge.
Atoms and positions in Å:
S1 0.947 1.516 -0.368  0.18
O1 -2.127 1.453 -1.270  0.00
O2 3.228 6.015 2.633  -0.39
O3 -0.850 1.102 -5.020  -0.53
O4 1.987 -3.255 -0.781  -0.31
O5 1.154 -2.075 -2.384  -0.30
O6 -2.940 -6.656 3.437  -0.34
O7 -1.716 2.419 0.619  -0.16
O8 -3.871 2.219 -0.056  -0.55
O9 0.341 -4.158 -2.051  -0.54
O10 -0.896 -6.025 4.178  -0.57
O11 -1.209 2.520 -6.745  -0.41
O12 3.849 6.679 4.591  -0.34
O13 -2.150 -7.592 5.211  -0.33
O14 3.042 4.580 4.373  -0.57
O15 -0.445 3.323 -4.895  -0.41
C1 -2.695 2.048 -0.215  0.40
C2 4.001 6.472 6.006  -0.63
C3 -1.702 1.434 -7.563  -0.18
C4 1.157 4.946 1.919  -0.55
C5 -0.845 2.206 -5.521  0.69
C6 3.729 1.229 0.056  -1.21
C7 1.092 -3.267 -1.764  0.70
C8 -1.897 -6.694 4.267  0.79
C9 0.264 -1.949 -3.512  -0.59
C10 -3.139 1.100 -7.241  -1.02
C11 -2.806 -5.748 2.333  -0.25
C12 -2.165 3.058 1.837  0.01
C13 -3.041 0.945 -2.262  -0.71
C14 2.666 5.009 1.797  -0.44
C15 2.915 -5.523 -0.744  -1.16
C16 2.088 -4.485 -0.023  -0.08
C17 3.347 5.658 3.926  0.74
C18 -0.358 3.179 -3.482  -0.30
C19 2.638 2.042 -0.629  0.07
C20 -1.952 -6.325 1.227  -1.00
C21 -1.097 -7.782 6.164  -0.63
C22 -2.651 2.054 2.856  -1.21
H1 -2.406 -4.801 2.693  0.31
H2 0.209 2.288 -3.213  0.11
H3 0.858 4.638 2.920  0.36
H4 -3.737 1.714 -2.588  0.35
H5 -2.339 -7.292 0.908  0.32
H6 -1.604 1.799 -8.581  0.33
H7 2.962 5.291 0.786  0.36
H8 4.491 1.913 0.421  0.35
H9 -3.589 0.090 -1.872  0.42
H10 -0.926 -6.467 1.565  0.26
H11 0.143 4.073 -3.120  0.32
H12 -1.351 3.119 -3.041  0.18
H13 -2.890 2.560 3.790  0.39
H14 -2.404 0.638 -3.087  0.04
H15 -2.936 3.787 1.594  0.39
H16 2.426 -5.840 -1.664  0.31
H17 -1.511 -8.429 6.930  0.22
H18 4.213 0.566 -0.652  0.39
H19 0.305 -0.907 -3.819  0.08
H20 -3.763 1.991 -7.321  0.31
H21 0.740 4.228 1.205  -0.06
H22 -0.793 -6.832 6.596  0.30
H23 0.711 5.919 1.718  0.30
H24 3.895 -5.120 -0.998  0.30
H25 4.562 5.562 6.200  0.30
H26 2.729 1.992 -1.711  0.43
H27 3.124 4.046 2.037  0.39
H28 -3.510 0.351 -7.938  0.37
H29 3.049 -6.395 -0.107  0.39
H30 2.562 -4.197 0.913  0.29
H31 -3.824 -5.578 1.989  0.30
H32 1.088 -4.850 0.202  0.23
H33 0.818 0.199 -0.575  0.18
H34 -1.049 0.571 -7.445  0.28
H35 3.025 6.415 6.483  0.30
H36 -0.242 -8.262 5.691  0.29
H37 -1.883 1.305 3.053  0.27
H38 4.545 7.336 6.368  0.22
H39 3.366 0.665 0.909  0.34
H40 -0.751 -2.215 -3.230  0.33
H41 -1.944 -5.652 0.368  0.32
H42 0.580 1.767 0.888  0.28
H43 -3.232 0.705 -6.230  0.22
H44 2.630 3.084 -0.321  0.02
H45 0.599 -2.587 -4.325  0.36
H46 -1.291 3.594 2.201  0.02
H47 -3.546 1.545 2.503  0.35



# 3
This record from the OMol25 dataset describes a structure of composition C22H48AgF3O13SV at a distorted geometry. The level of theory is the ωB97M-V functional and the def2-TZVPD basis.

Output
Expectation value of S²: 3.76
DFT total energy in hartree: -3633.8814
Multiplicity: 4

Each line ends with the Mulliken charge.
Atoms and positions in Å:
Ag1 2.479 -2.221 2.832  0.74
V1 0.832 0.801 0.260  0.55
S1 -0.914 -1.587 1.979  1.45
F1 -2.366 -3.707 2.473  -0.21
F2 -2.043 -3.549 0.314  -0.09
F3 -3.529 -2.252 1.232  -0.22
O1 -2.106 -1.103 -2.041  -0.32
O2 2.086 4.669 1.309  -0.45
O3 -3.223 1.985 -2.090  -0.43
O4 3.117 0.153 3.221  -1.02
O5 1.530 2.611 -0.837  -0.14
O6 2.261 -1.250 5.343  -0.58
O7 -1.296 1.976 0.278  0.44
O8 2.379 -0.196 1.317  -0.80
O9 0.340 -0.199 -1.795  0.75
O10 -1.446 -0.856 3.179  -0.72
O11 -0.782 -0.651 0.847  -0.68
O12 1.896 1.653 1.998  -0.60
O13 0.275 -2.398 2.242  -0.60
C1 2.457 -0.183 -2.796  -1.39
C2 0.154 2.725 -2.848  -0.41
C3 2.208 -7.212 -2.012  -0.60
C4 1.222 3.375 -1.903  -0.53
C5 0.833 -7.091 -1.677  -0.54
C6 -5.302 0.590 -1.598  -1.08
C7 2.654 0.642 2.165  1.23
C8 3.125 5.522 1.531  -0.25
C9 1.193 -1.048 -2.530  0.29
C10 -1.831 -3.211 -2.982  -0.85
C11 -1.420 2.555 1.596  -0.06
C12 2.541 -4.876 -1.429  -0.73
C13 0.842 0.069 6.788  -1.17
C14 -2.842 -2.234 -2.540  -0.15
C15 0.288 -5.824 -1.456  -0.26
C16 0.878 -0.964 5.710  0.16
C17 3.384 6.528 0.449  -1.15
C18 -4.558 1.973 -1.681  -0.19
C19 -2.319 -2.850 1.426  0.34
C20 -2.173 3.956 1.569  -1.32
C21 3.027 -6.123 -1.779  -0.14
C22 1.173 -4.770 -1.337  0.74
H1 -0.775 2.525 -2.314  -0.33
H2 2.670 -0.491 4.921  0.44
H3 2.948 0.115 -1.870  0.22
H4 4.100 -6.247 -1.781  0.35
H5 -3.579 -1.978 -3.301  0.42
H6 1.164 -0.429 7.703  0.28
H7 0.705 -1.395 -3.440  0.34
H8 -3.061 2.654 -2.759  0.24
H9 2.988 6.014 2.494  0.34
H10 0.930 4.397 -1.662  0.49
H11 -0.494 -0.564 -2.099  -0.23
H12 -2.142 1.966 -0.175  -0.33
H13 -0.180 3.341 -3.683  0.58
H14 2.014 3.957 1.949  0.18
H15 3.184 -0.823 -3.296  0.47
H16 -3.331 -2.726 -1.699  0.20
H17 4.028 4.915 1.587  0.29
H18 -1.631 4.695 0.979  0.29
H19 -2.749 -0.391 -2.012  -0.19
H20 3.169 -4.008 -1.566  0.34
H21 -2.335 -4.160 -3.168  0.45
H22 0.181 -1.786 5.877  0.36
H23 -5.035 2.656 -2.383  0.49
H24 -6.359 0.725 -1.369  0.47
H25 -5.271 0.102 -2.573  0.24
H26 1.530 0.872 6.528  0.31
H27 -0.452 2.586 2.096  0.20
H28 -1.409 -2.995 -3.963  0.38
H29 3.697 6.038 -0.473  0.28
H30 2.420 0.655 -3.492  0.35
H31 0.472 1.820 -3.366  -0.02
H32 2.093 3.642 -2.502  0.39
H33 -2.297 4.256 2.610  0.42
H34 -1.118 -3.457 -2.195  -0.29
H35 -0.170 0.375 7.055  0.37
H36 -2.061 1.853 2.129  0.29
H37 0.762 -3.779 -1.208  -0.26
H38 -3.134 3.896 1.060  0.30
H39 4.259 7.156 0.621  0.36
H40 0.249 -7.994 -1.778  0.37
H41 1.925 3.245 -0.233  0.04
H42 0.459 -0.517 4.808  -0.06
H43 -4.895 -0.018 -0.790  0.18
H44 1.697 -1.790 -1.910  -0.13
H45 -0.763 -5.612 -1.321  0.41
H46 2.669 -8.170 -2.207  0.33
H47 2.478 7.038 0.123  0.30
H48 -4.573 2.408 -0.682  0.09